[1]
{
  "formula": "C22H35N3O4",
  "method": "the ωB97M-V functional and the def2-TZVPD basis",
  "homo_lumo_gap_ev": 8.38,
  "lumo_energy_ev": 0.417,
  "relative_energy_kcal_mol": 468.91,
  "homo_energy_ev": -7.97,
  "species": ["C", "C", "H", "H", "O", "C", "O", "C", "C", "H", "H", "C", "N", "C", "C", "N", "H", "C", "H", "C", "H", "C", "N", "C", "H", "H", "H", "C", "C", "C", "C", "C", "C", "H", "H", "H", "H", "H", "H", "H", "H", "H", "H", "H", "H", "H", "H", "H", "C", "O", "C", "O", "C", "H", "C", "H", "H", "H", "H", "H", "H", "H", "H", "H"],
  "xyz": [[3.8899, 1.8550, 1.4117], [4.6524, 0.6197, 1.9346], [4.2761, 0.5481, 2.9231], [5.6405, 0.7050, 1.9354], [4.3007, -0.7275, 1.0064], [3.0492, -1.2530, 1.3423], [2.1314, -0.9238, 2.1895], [3.0360, -2.4228, 0.3360], [1.5887, -2.9996, 0.3685], [1.3743, -3.3016, 1.4744], [1.5825, -3.7515, -0.0940], [0.5534, -1.9100, -0.2373], [1.3374, -1.3723, -1.2475], [1.3690, 0.2397, -1.0437], [0.6263, 1.1441, -0.5442], [-0.4131, 1.1784, 0.6244], [-0.8618, 0.2235, 0.7271], [-1.0262, 2.4065, 0.9062], [-0.1195, 3.3423, 0.8303], [-2.0570, 2.9248, -0.1051], [-2.5655, 3.7816, 0.0339], [-3.1768, 1.8736, -0.3509], [-3.6049, 1.3107, 0.7687], [-4.5754, 2.1548, 1.5499], [-5.3949, 2.5266, 0.5237], [-4.7683, 1.6803, 2.2992], [-3.9794, 2.8440, 1.6121], [-4.1154, 0.0136, 0.5306], [-5.2170, -0.3708, -0.4903], [-5.6925, -1.7808, -0.5033], [-4.6078, -2.6759, -0.7124], [-3.6572, -2.6287, 0.3549], [-3.0061, -1.1550, 0.4819], [-2.4980, -1.1882, -0.4882], [-2.3893, -1.1377, 1.3108], [-2.7812, -3.1376, 0.4396], [-4.1088, -2.7624, 1.2609], [-5.0500, -3.7696, -0.3578], [-4.1155, -2.6380, -1.6003], [-6.5380, -1.7382, -1.3119], [-6.2062, -1.9611, 0.5130], [-6.0780, 0.4759, -0.2898], [-4.7194, -0.2231, -1.5217], [-4.7435, -0.4913, 1.5211], [-2.6732, 1.0483, -1.1481], [-3.6956, 2.1402, -1.1560], [-1.4329, 3.0077, -1.1137], [-1.3404, 2.1858, 1.8332], [1.4596, 2.3115, -1.1619], [1.3461, 3.4938, -0.9214], [2.1914, 1.1813, -1.8578], [3.0539, 1.1017, -2.7100], [2.5251, -1.8183, -1.9887], [1.9560, -2.8747, -2.1974], [3.6514, -2.2884, -0.8707], [4.3010, -1.3107, -0.7978], [4.0017, -3.1803, -1.4306], [2.5770, -1.2401, -2.6623], [-0.1634, -2.4335, -0.5698], [0.4382, -1.3707, 0.9513], [3.8072, -3.2085, 0.8699], [2.8065, 1.7584, 1.4729], [4.1933, 2.7488, 1.8088], [3.9804, 1.9351, 0.3909]]
}

[2]
{
  "formula": "C10H19N3O5",
  "method": "the ωB97M-V functional and the def2-TZVPD basis",
  "homo_lumo_gap_ev": 9.27,
  "lumo_energy_ev": 0.253,
  "relative_energy_kcal_mol": 22.23,
  "homo_energy_ev": -9.02,
  "species": ["N", "C", "C", "C", "C", "C", "N", "C", "O", "N", "C", "C", "C", "O", "O", "C", "O", "O", "H", "H", "H", "H", "H", "H", "H", "H", "H", "H", "H", "H", "H", "H", "H", "H", "H", "H", "H"],
  "xyz": [[3.5350, -1.4840, 4.4452], [4.0457, -1.6195, 3.0791], [3.0535, -1.3749, 1.9174], [2.7249, 0.1320, 1.7071], [1.6037, 0.5128, 0.7552], [1.6565, -0.3247, -0.5084], [2.9851, -0.3439, -1.1541], [0.6045, 0.1929, -1.4686], [0.8513, 1.1473, -2.2331], [-0.6773, -0.1715, -1.2070], [-1.9292, 0.2673, -1.8783], [-3.0347, -0.6816, -1.4746], [-3.1374, -0.7916, 0.0504], [-2.5015, -1.6333, 0.6288], [-3.9448, 0.0708, 0.6599], [-2.3679, 1.7042, -1.5465], [-3.4542, 2.0292, -1.0914], [-1.3474, 2.6459, -1.6991], [2.6847, -1.9949, 4.5961], [3.4060, -0.5196, 4.8235], [5.0076, -1.0514, 3.0458], [4.3315, -2.7037, 2.9847], [3.5174, -1.8197, 1.0082], [2.1957, -1.9909, 2.1228], [3.6676, 0.6423, 1.5047], [2.4579, 0.5806, 2.6416], [1.6786, 1.5838, 0.4669], [0.7058, 0.3763, 1.3598], [1.3683, -1.3551, -0.1792], [2.9562, -0.9915, -1.9653], [3.0640, 0.5896, -1.5284], [-0.7774, -1.0286, -0.6200], [-1.7459, 0.3005, -2.9878], [-4.0488, -0.3073, -1.8320], [-2.9473, -1.6036, -1.9312], [-3.9710, 0.9067, 0.1401], [-0.5957, 2.2015, -2.1562]]
}

[3]
{
  "formula": "C42H102N6O9",
  "method": "the ωB97M-V functional and the def2-TZVPD basis",
  "homo_lumo_gap_ev": 8.56,
  "lumo_energy_ev": 0.389,
  "relative_energy_kcal_mol": 0.00,
  "homo_energy_ev": -8.17,
  "species": ["C", "C", "C", "C", "C", "C", "C", "C", "C", "N", "O", "H", "H", "H", "H", "H", "H", "H", "H", "H", "H", "H", "H", "H", "H", "H", "H", "H", "H", "H", "C", "C", "C", "C", "C", "C", "C", "C", "C", "N", "O", "H", "H", "H", "H", "H", "H", "H", "H", "H", "H", "H", "H", "H", "H", "H", "H", "H", "H", "H", "C", "C", "C", "C", "C", "C", "C", "C", "C", "N", "O", "H", "H", "H", "H", "H", "H", "H", "H", "H", "H", "H", "H", "H", "H", "H", "H", "H", "H", "H", "C", "O", "C", "C", "C", "N", "H", "H", "H", "H", "H", "H", "H", "H", "H", "H", "H", "C", "O", "C", "C", "C", "N", "H", "H", "H", "H", "H", "H", "H", "H", "H", "H", "H", "C", "O", "C", "C", "C", "N", "H", "H", "H", "H", "H", "H", "H", "H", "H", "H", "H", "C", "O", "H", "H", "H", "H", "C", "O", "H", "H", "H", "H", "C", "O", "H", "H", "H", "H"],
  "xyz": [[5.2255, -2.4702, 4.7081], [4.0662, -2.2338, 3.7301], [2.8515, -1.8799, 4.5789], [4.5004, -1.0130, 2.8863], [3.5506, -0.7870, 1.7107], [3.5888, -2.0733, 0.8334], [3.2512, -3.3786, 1.5851], [1.7338, -3.5009, 1.7569], [3.7291, -4.5228, 0.6729], [4.0016, -3.3948, 2.8390], [3.7630, -4.6097, 3.5418], [6.0145, -3.0736, 4.2503], [5.6249, -1.5338, 5.0929], [4.9632, -3.1052, 5.5607], [1.9847, -1.4183, 4.1046], [2.5310, -2.7552, 5.1486], [3.1874, -1.1591, 5.3297], [4.3118, -0.1494, 3.5352], [5.5555, -1.0476, 2.6251], [2.5179, -0.6477, 2.0221], [3.8535, -0.0097, 1.0088], [4.5684, -2.1144, 0.3581], [2.7845, -1.8473, 0.1258], [1.4982, -4.3490, 2.3992], [1.2917, -3.6545, 0.7698], [1.2678, -2.5914, 2.1419], [3.4339, -5.4531, 1.1656], [4.8036, -4.4907, 0.5077], [3.1604, -4.4892, -0.2555], [4.6107, -5.0546, 3.4395], [3.9296, 1.9762, 4.7047], [3.6823, 2.7291, 3.3729], [2.8426, 1.8328, 2.4450], [2.8674, 3.9656, 3.7342], [2.9656, 5.0453, 2.6454], [4.4253, 5.3579, 2.3631], [5.2076, 4.1214, 1.8763], [4.8430, 3.8221, 0.4071], [6.6828, 4.5407, 1.9299], [4.9835, 3.0354, 2.8016], [5.7460, 1.8832, 2.4859], [4.7435, 2.4173, 5.2825], [2.9817, 1.7424, 5.1835], [4.4018, 1.0077, 4.4823], [2.7036, 2.3289, 1.4809], [3.3851, 0.9173, 2.2038], [1.8553, 1.6551, 2.8717], [1.8278, 3.6880, 3.9116], [3.2095, 4.4299, 4.6652], [2.4105, 4.6910, 1.7724], [2.3932, 5.9024, 3.0114], [4.8974, 5.8665, 3.2044], [4.3945, 6.1108, 1.5682], [5.1729, 4.6503, -0.2329], [3.7663, 3.7973, 0.2519], [5.4351, 3.0090, -0.0133], [7.3844, 3.7434, 1.6639], [6.9706, 4.8684, 2.9310], [6.9540, 5.3266, 1.2213], [6.3677, 1.8529, 3.2217], [-3.7663, -5.3273, 1.9886], [-3.5581, -4.5427, 0.6709], [-2.0615, -4.7068, 0.2949], [-4.3412, -5.2832, -0.4327], [-5.8045, -4.8263, -0.6015], [-5.8648, -3.3103, -0.5269], [-5.1873, -2.6294, 0.6721], [-5.1636, -1.1221, 0.3490], [-6.0819, -2.8820, 1.9142], [-3.8301, -3.1229, 0.8343], [-3.1289, -2.5362, 1.9035], [-3.3876, -4.7794, 2.8489], [-4.8209, -5.5783, 2.1159], [-3.2464, -6.2828, 1.9059], [-1.7048, -5.7275, 0.4264], [-1.8917, -4.4009, -0.7392], [-1.4476, -4.0637, 0.9301], [-3.8642, -5.2238, -1.4173], [-4.3220, -6.3580, -0.2390], [-6.2818, -5.2119, -1.5003], [-6.3433, -5.2493, 0.2541], [-6.9002, -2.9643, -0.5370], [-5.3732, -2.9099, -1.4220], [-4.6904, -0.5652, 1.1597], [-6.1739, -0.7535, 0.1849], [-4.5346, -0.9605, -0.5301], [-5.6508, -2.5053, 2.8430], [-6.2133, -3.9486, 2.1071], [-7.0733, -2.4582, 1.7522], [-2.5565, -1.8867, 1.4715], [-6.5034, 2.4527, -6.9976], [-5.7630, 1.2773, -6.9534], [-4.3902, 1.4891, -7.2777], [-3.5384, 0.7616, -6.2506], [-2.0772, 1.1965, -6.1848], [-3.5628, -0.6950, -6.5290], [-7.5433, 2.3555, -6.6709], [-6.6259, 2.8643, -8.0095], [-6.1226, 3.2621, -6.3616], [-4.2083, 1.1872, -8.3097], [-4.1312, 2.5524, -7.2032], [-4.0507, 0.8470, -5.2840], [-1.5995, 1.2102, -7.1619], [-1.5461, 0.5995, -5.4444], [-2.0311, 2.2134, -5.7783], [-4.4519, -1.0729, -6.2044], [-2.9251, -1.1168, -5.8459], [0.0996, 0.3559, 1.9849], [-0.5568, -0.4952, 1.0660], [-0.9613, 0.1670, -0.0968], [-1.2808, -0.8051, -1.2158], [-0.1463, -1.8305, -1.4814], [-1.6080, -0.1266, -2.4950], [-0.5868, 1.1190, 2.3698], [0.9486, 0.8927, 1.5491], [0.4137, -0.3145, 2.7821], [-1.8096, 0.8387, 0.0907], [-0.1183, 0.7744, -0.4629], [-2.1500, -1.4060, -0.9134], [-0.3699, -2.7522, -0.9342], [0.8617, -1.4571, -1.3064], [-0.2553, -2.2137, -2.4980], [-0.7614, 0.3964, -2.7167], [-1.6513, -0.9207, -3.1157], [3.3373, 1.2129, -1.5450], [2.7223, 2.2750, -2.2461], [1.3981, 2.4219, -1.8178], [0.7840, 3.7538, -2.2251], [1.5649, 4.9574, -1.7005], [-0.5946, 3.7883, -1.6937], [3.3601, 1.4708, -0.4828], [4.3516, 0.9763, -1.8629], [2.7709, 0.2840, -1.6994], [0.7982, 1.6034, -2.2429], [1.2673, 2.3410, -0.7274], [0.6329, 3.7220, -3.3119], [1.0819, 5.8848, -2.0019], [2.5835, 4.8828, -2.0780], [1.5706, 4.8949, -0.6109], [-1.2398, 3.1657, -2.1852], [-1.0317, 4.6520, -2.0193], [-0.2979, 3.8710, 1.6387], [-0.4166, 3.3688, 2.9758], [-0.1033, 4.9461, 1.6428], [0.5905, 3.4372, 1.1695], [-1.0999, 3.5430, 0.9766], [-1.0678, 3.9552, 3.3760], [-4.5740, 2.0553, -2.3369], [-3.2389, 2.2742, -1.9007], [-4.8415, 1.0116, -2.1316], [-5.3312, 2.7229, -1.9314], [-4.5972, 2.1325, -3.4335], [-2.7997, 1.4091, -1.9052], [-3.3976, -2.5767, -3.4160], [-2.4153, -2.3702, -4.4389], [-3.0223, -3.0771, -2.5205], [-3.8034, -1.6043, -3.1361], [-4.2079, -3.1455, -3.8826], [-2.1212, -3.2374, -4.7369]]
}

[4]
{
  "formula": "C4H10O3",
  "method": "the ωB97M-V functional and the def2-TZVPD basis",
  "homo_lumo_gap_ev": 4.40,
  "lumo_energy_ev": -2.912,
  "relative_energy_kcal_mol": 129.48,
  "homo_energy_ev": -7.31,
  "species": ["C", "C", "O", "C", "C", "H", "H", "H", "H", "H", "H", "H", "H", "O", "H", "H", "O"],
  "xyz": [[0.3592, 0.1137, 0.1817], [-1.0394, -0.1259, 0.1623], [-1.6510, -0.3708, 1.3131], [-1.8736, 0.0754, -0.9656], [-3.1847, -0.0876, -0.9261], [0.6193, 0.9070, 0.8966], [0.6263, 0.4363, -0.8210], [-1.5376, -1.3121, 1.5316], [-1.4223, 0.4531, -1.8767], [-3.8047, 0.0221, -1.8044], [-3.6366, -0.4134, 0.0036], [1.0022, -0.7543, 0.4001], [3.7138, 0.8038, 1.6502], [2.9575, 0.5195, 1.1342], [3.0874, 0.2405, 0.0756], [3.3987, -0.6208, -1.5779], [2.6987, -0.0986, -1.1815]]
}